{"formula": "C4H6Cl2SSi2", "method": "wB97M-V/def2-TZVPD", "smiles": "Cl[SiH2]c1ccc([SiH2]Cl)s1", "spin_multiplicity": 1, "gap_ev": 9.792, "homo_energy_ev": -9.304, "e_tot_ha": -2053.630294, "total_charge": 0, "elements": ["Cl", "Si", "C", "C", "C", "C", "Si", "Cl", "S", "H", "H", "H", "H", "H", "H"], "coordinates": [[-4.374, -0.633, -0.618], [-2.956, -1.035, 0.840], [-1.211, -0.528, 0.187], [-0.841, -0.319, -1.083], [0.610, -0.034, -1.267], [1.335, -0.031, -0.093], [3.197, 0.063, 0.074], [3.981, -1.616, -0.444], [0.236, -0.468, 1.249], [-3.294, 0.220, 1.600], [-2.811, -2.447, 1.147], [-1.470, -0.508, -1.939], [1.138, 0.045, -2.207], [3.710, 0.548, 1.358], [3.609, 1.114, -0.946]], "atomic_forces_ev_per_a": [[0.164, -0.602, -0.215], [1.246, 2.481, -1.217], [0.329, -0.735, 1.497], [2.309, 0.110, -1.311], [-0.646, -0.466, 1.312], [-1.546, -0.724, 0.446], [-1.394, 3.651, -0.397], [1.361, -2.835, -0.663], [-0.420, 0.653, -1.331], [0.083, -1.171, 0.819], [-0.508, -0.216, 0.580], [-0.258, 0.377, 0.001], [-0.373, 0.248, -0.229], [-0.193, -0.224, 0.276], [-0.154, -0.548, 0.431]], "mulliken_charge": [-0.255, 0.448, 0.073, -0.329, -0.523, 0.186, 0.479, -0.190, -0.171, -0.044, -0.071, 0.330, 0.319, -0.123, -0.130]}